79
Properties=species:S:1:pos:R:3:lowdin_charge:R:1 method="wB97M-V/def2-TZVPD" gap_ev="7.856 / 8.193" s_squared=6.060 max_force_ev_per_a=0.8 relative_energy_kcal_mol=9.23 multiplicity=5 energy_ha=-3015.29214 total_charge=+1
Cr 0.55 0.53 0.44 0.560
C -0.69 0.15 3.38 -0.012
C -0.61 1.20 2.30 -0.275
C -1.67 1.33 1.38 -0.217
C -2.87 0.42 1.51 -0.012
C -1.69 2.40 0.48 -0.173
C -2.80 2.52 -0.54 -0.016
C -0.71 3.42 0.57 -0.192
C -0.90 4.67 -0.25 -0.031
C 0.36 3.28 1.45 -0.190
C 1.46 4.32 1.48 -0.038
C 0.42 2.17 2.32 -0.215
C 1.40 2.16 3.46 -0.022
H -1.02 -0.81 3.00 0.081
H -1.41 0.46 4.15 0.112
H 0.27 -0.02 3.87 0.077
H -2.60 -0.58 1.82 0.068
H -3.44 0.33 0.59 0.061
H -3.54 0.82 2.28 0.115
H -3.10 1.54 -0.92 0.049
H -2.50 3.13 -1.39 0.080
H -3.69 2.98 -0.10 0.111
H -0.57 4.55 -1.29 0.067
H -0.35 5.51 0.17 0.079
H -1.95 4.96 -0.27 0.090
H 2.43 3.86 1.65 0.079
H 1.29 5.05 2.27 0.107
H 1.53 4.85 0.53 0.058
H 1.79 1.18 3.68 0.061
H 0.89 2.52 4.36 0.112
H 2.25 2.82 3.30 0.073
C 1.76 -3.20 -4.52 -0.068
C 2.53 -2.56 -3.55 -0.065
C 1.92 -2.05 -2.42 -0.111
C 0.53 -2.18 -2.24 -0.358
C -0.23 -2.82 -3.21 -0.071
C 0.39 -3.33 -4.35 -0.064
P -0.14 -1.55 -0.66 1.089
C -1.94 -1.79 -0.81 -0.372
C -2.60 -0.94 -1.71 -0.136
C -3.98 -1.01 -1.86 -0.079
C -4.71 -1.91 -1.10 -0.066
C -4.06 -2.75 -0.21 -0.060
C -2.68 -2.69 -0.07 -0.083
C 0.55 -2.73 0.53 -0.303
C 0.29 -4.08 0.53 -0.079
C 1.00 -4.93 1.40 -0.058
C 2.00 -4.43 2.20 -0.015
C 2.32 -3.05 2.18 -0.159
C 3.42 -2.53 2.91 -0.030
C 3.75 -1.21 2.79 -0.070
C 2.97 -0.34 1.98 -0.125
C 1.86 -0.77 1.29 -0.201
C 1.57 -2.18 1.36 -0.204
H 2.24 -3.60 -5.41 0.110
H 3.60 -2.47 -3.67 0.111
H 2.51 -1.56 -1.65 0.111
H -1.30 -2.94 -3.08 0.104
H -0.20 -3.84 -5.10 0.111
H -2.03 -0.22 -2.30 0.110
H -4.48 -0.35 -2.56 0.114
H -5.79 -1.97 -1.22 0.112
H -4.63 -3.46 0.38 0.113
H -2.18 -3.35 0.64 0.098
H -0.44 -4.50 -0.15 0.111
H 0.78 -5.99 1.41 0.110
H 2.56 -5.09 2.84 0.119
H 4.00 -3.19 3.54 0.117
H 4.62 -0.82 3.32 0.108
H 3.28 0.70 1.92 0.094
N 1.39 4.60 -3.19 0.155
N 1.36 3.29 -2.75 -0.276
N 1.09 2.28 -3.55 0.158
C 1.08 1.28 -2.69 -0.165
N 1.35 1.69 -1.43 -0.001
N 1.51 3.00 -1.51 0.102
H 1.50 4.57 -4.20 0.107
H 2.16 5.07 -2.74 0.110
H 0.93 0.25 -2.98 0.095


20
Properties=species:S:1:pos:R:3:nbo_charge:R:1 method="wB97M-V/def2-TZVPD" gap_ev=7.544 max_force_ev_per_a=5.9 relative_energy_kcal_mol=114.20 energy_ha=-855.82382 total_charge=-1
C -0.87 -0.78 0.21 -0.081
C -1.55 -1.95 0.38 0.607
C -3.31 -0.57 0.04 0.836
C 1.35 -1.65 0.47 -0.586
C 0.98 0.75 -0.30 -0.613
C 0.47 -0.35 0.67 -0.267
N -2.39 0.34 0.29 -0.803
O -1.13 -3.10 0.46 -0.704
O -4.43 -0.25 -0.27 -0.699
O -3.00 -1.83 0.23 -0.500
P -2.86 1.86 -0.30 0.565
H 1.92 -1.41 -0.51 0.185
H 0.72 -2.44 0.56 0.257
H 2.17 -1.53 1.26 0.178
H 0.50 0.41 -1.21 0.222
H 2.02 0.72 -0.37 0.187
H 0.58 1.76 -0.04 0.201
H 0.74 -0.07 1.77 0.167
H -1.79 2.60 0.41 -0.088
H -3.69 2.07 0.74 -0.064


29
Properties=species:S:1:pos:R:3:nbo_charge:R:1 method="wB97M-V/def2-TZVPD" gap_ev=10.450 max_force_ev_per_a=4.4 relative_energy_kcal_mol=14.14 smiles=Cc1c(C)[n+]2c(n1C)CC2(C)C energy_ha=-500.44598 total_charge=+1
C -2.53 -2.00 0.43 -0.659
C -1.38 -1.07 0.24 0.148
C -1.14 0.21 0.59 0.147
C -1.94 1.30 1.08 -0.661
N 0.25 0.41 0.16 -0.294
C 0.67 -0.72 -0.33 0.470
N -0.25 -1.72 -0.30 -0.319
C -0.19 -3.08 -0.71 -0.442
C 1.97 -0.15 -0.71 -0.433
C 1.45 1.19 -0.24 0.168
C 1.13 2.22 -1.37 -0.641
C 2.17 1.76 0.91 -0.633
H -2.39 -2.92 1.08 0.246
H -3.38 -1.50 0.69 0.245
H -2.83 -2.43 -0.53 0.236
H -1.98 2.24 0.45 0.257
H -2.96 0.77 1.20 0.247
H -1.57 1.46 2.14 0.248
H -0.09 -3.22 -1.83 0.237
H 0.69 -3.68 -0.24 0.244
H -1.21 -3.57 -0.43 0.252
H 2.96 -0.47 -0.29 0.265
H 1.92 -0.20 -1.77 0.244
H 0.41 3.03 -1.25 0.246
H 0.80 1.67 -2.24 0.217
H 2.00 2.79 -1.72 0.247
H 2.12 1.09 1.86 0.241
H 1.50 2.71 1.16 0.228
H 3.15 2.13 0.58 0.250


14
Properties=species:S:1:pos:R:3:nbo_charge:R:1 method="wB97M-V/def2-TZVPD" gap_ev=11.242 max_force_ev_per_a=1.2 relative_energy_kcal_mol=18.79 smiles="C[C@H](C#N)CC=O" energy_ha=-324.69453 total_charge=0
C -1.14 -0.99 0.41 -0.590
C -0.54 0.38 0.03 -0.334
C -1.45 0.97 -0.96 0.289
N -2.23 1.32 -1.75 -0.327
C 0.90 0.31 -0.51 -0.501
C 1.94 0.15 0.58 0.445
O 1.72 0.21 1.76 -0.517
H -1.82 -0.87 1.25 0.227
H -0.35 -1.70 0.69 0.218
H -1.71 -1.40 -0.43 0.224
H -0.52 1.02 0.92 0.263
H 1.01 -0.52 -1.21 0.236
H 1.18 1.22 -1.06 0.249
H 2.97 -0.01 0.20 0.116